Molecular formula: C48H51BrCsN9O6PS
Method: DFT, wB97M-V/def2-TZVPD

Results
- Energy relative to the best compared isomer or geometry (same formula, charge and spin): 0.000 eV
- Total charge: -1

```
118
Properties=species:S:1:pos:R:3:forces:R:3:mulliken_charge:R:1
Cs 0.116 0.808 -0.897 0.063 -0.119 0.044 1.158
C 0.416 2.425 7.024 0.017 -0.014 0.066 -1.613
C 0.131 2.363 5.549 -0.024 -0.006 0.045 0.622
C -1.114 2.135 5.050 -0.060 -0.009 -0.045 -0.804
C -1.375 2.095 3.652 0.061 -0.034 -0.005 0.493
C -2.638 1.691 3.221 -0.066 -0.021 -0.130 -0.272
N -3.053 1.575 1.980 0.067 -0.093 0.087 0.546
C -4.334 0.978 1.630 -0.039 0.069 0.017 -1.171
C -4.210 -0.156 0.610 -0.017 -0.046 0.008 -0.860
C -3.087 -1.126 0.916 -0.025 -0.029 -0.041 0.813
N -3.347 -1.802 2.188 0.014 -0.014 0.051 0.349
C -2.539 -2.553 2.925 0.004 0.014 -0.048 -0.934
C -1.163 -2.724 2.945 0.013 0.064 -0.010 0.979
C -0.719 -3.912 3.619 -0.038 -0.016 0.026 -1.202
C 0.556 -4.357 3.552 -0.020 0.014 -0.009 0.256
C 1.025 -5.625 4.205 0.006 -0.049 0.040 -1.647
C 1.469 -3.578 2.780 0.037 0.007 -0.028 -0.204
C 1.168 -2.378 2.220 -0.039 -0.023 0.008 0.344
C 2.241 -1.700 1.474 0.067 -0.036 -0.010 -0.309
N 2.436 -0.454 1.416 0.057 0.036 -0.133 0.307
C 3.574 -0.048 0.608 0.069 0.149 -0.195 0.367
C 4.658 0.726 1.366 -0.052 -0.013 0.065 -1.168
C 4.328 2.196 1.631 -0.044 -0.008 0.060 -0.325
N 3.346 2.325 2.692 -0.008 0.019 0.014 -0.502
C 2.145 2.489 2.328 -0.018 -0.071 -0.019 -0.418
C 1.014 2.474 3.263 -0.040 -0.032 0.017 0.197
C 1.193 2.501 4.613 0.062 -0.012 -0.103 -0.289
C -0.316 2.334 2.694 -0.117 0.016 0.156 0.242
O -0.537 2.385 1.466 -0.055 0.094 -0.036 -0.668
C -0.181 -1.815 2.345 -0.049 0.009 -0.001 0.035
O -0.456 -0.663 1.996 -0.008 -0.080 -0.020 -0.138
H -0.489 2.249 7.608 -0.011 -0.002 -0.025 0.360
H 0.814 3.398 7.319 0.000 0.006 -0.027 0.327
H 1.152 1.674 7.321 0.003 0.000 -0.021 0.335
H -1.949 1.969 5.726 0.021 0.005 0.024 0.284
H -3.367 1.412 3.979 0.010 -0.001 0.013 0.296
H -2.390 1.821 1.238 -0.007 0.072 -0.107 -0.205
H -5.000 1.744 1.226 0.018 0.000 -0.016 0.341
H -4.780 0.622 2.562 0.002 -0.002 0.008 0.504
H -4.023 0.270 -0.373 0.025 -0.002 0.011 0.144
H -5.174 -0.679 0.564 -0.002 0.007 0.015 0.672
H -2.135 -0.610 0.999 0.014 0.019 0.016 -0.483
H -2.991 -1.878 0.127 0.008 0.005 0.014 -0.374
H -4.327 -1.937 2.387 -0.006 0.009 -0.020 0.327
H -3.092 -3.188 3.615 0.018 -0.011 0.008 0.310
H -1.468 -4.492 4.152 0.029 -0.023 0.008 0.257
H 0.211 -6.123 4.732 -0.014 0.021 -0.008 0.355
H 1.821 -5.432 4.929 0.000 0.010 -0.004 0.333
H 1.422 -6.328 3.469 -0.003 0.013 -0.011 0.340
H 2.478 -3.963 2.647 -0.002 0.006 -0.004 0.462
H 2.925 -2.390 0.955 0.002 -0.017 0.035 0.104
H 3.205 0.608 -0.190 -0.013 -0.047 -0.007 -0.405
H 4.026 -0.918 0.109 0.017 0.001 0.026 0.262
H 5.567 0.683 0.759 0.000 0.030 -0.003 0.419
H 4.879 0.230 2.315 -0.008 -0.014 -0.008 0.277
H 3.978 2.657 0.696 0.003 -0.024 -0.020 -0.007
H 5.239 2.715 1.943 0.009 -0.004 -0.011 0.518
H 1.862 2.580 1.275 0.067 0.052 -0.043 0.434
H 2.214 2.604 4.969 -0.016 -0.001 0.042 0.553
N -5.255 -7.565 -3.601 -0.002 -0.026 0.008 -0.651
C -4.476 -6.479 -3.132 -0.012 0.017 0.009 0.948
C -3.168 -6.302 -3.572 0.027 -0.017 -0.020 -0.613
C -2.378 -5.271 -3.090 -0.014 0.005 0.037 -0.268
C -2.896 -4.385 -2.148 0.001 0.048 -0.063 -0.346
C -4.204 -4.552 -1.710 0.024 0.005 -0.005 -0.326
C -4.985 -5.595 -2.187 -0.003 0.020 0.015 -0.616
S -1.566 -2.085 -2.698 -0.028 -0.055 -0.098 0.363
O -2.145 -3.375 -1.628 0.050 -0.147 0.189 -0.191
O -1.739 -2.642 -4.039 0.006 0.059 -0.075 -0.555
N -0.067 -1.972 -2.198 -0.181 0.086 -0.027 -0.122
C 0.959 -2.791 -2.507 0.163 0.183 0.113 -0.146
N 0.784 -3.986 -3.109 0.026 -0.021 0.073 -0.305
C 1.873 -4.691 -3.371 -0.001 0.008 0.007 -0.143
C 3.153 -4.268 -3.060 0.034 -0.034 -0.015 -1.064
C 3.233 -3.034 -2.430 -0.009 0.024 0.017 0.093
N 2.179 -2.294 -2.148 -0.038 -0.109 -0.056 -0.091
H -4.975 -7.868 -4.522 0.002 0.004 -0.003 0.231
H -6.244 -7.362 -3.600 -0.002 0.011 0.002 0.229
H -2.760 -6.985 -4.311 -0.006 -0.001 0.002 0.258
H -1.364 -5.115 -3.431 -0.020 -0.027 -0.001 0.422
H -4.600 -3.846 -0.989 -0.025 -0.017 0.003 0.330
H -6.002 -5.717 -1.828 -0.002 -0.009 -0.006 0.276
H 1.718 -5.652 -3.857 -0.051 0.006 0.001 0.379
H 4.026 -4.862 -3.288 0.008 0.015 0.008 0.383
H 4.199 -2.624 -2.140 -0.006 0.007 0.004 0.390
Br -5.839 5.875 1.066 0.000 -0.021 0.028 -0.225
C -4.826 5.420 -0.474 0.030 -0.009 -0.040 -0.143
C -4.862 6.255 -1.577 -0.019 -0.005 0.028 -0.130
N -4.172 5.998 -2.685 -0.008 0.036 -0.023 -0.657
C -3.427 4.895 -2.708 0.007 -0.107 0.133 -0.342
C -3.345 3.994 -1.650 0.163 -0.028 -0.168 0.075
C -4.063 4.267 -0.502 -0.051 0.016 0.077 0.288
C -2.474 2.737 -1.763 -0.305 0.200 -0.057 0.086
O -1.657 2.720 -2.699 0.194 -0.125 0.126 -0.741
O -2.692 1.850 -0.898 0.153 0.107 0.073 -0.067
H -5.465 7.155 -1.558 0.015 0.009 -0.040 0.339
H -2.852 4.683 -3.601 -0.026 0.066 -0.038 0.527
H -4.006 3.591 0.340 -0.012 0.015 0.006 0.276
C 1.702 3.417 -3.654 -0.031 0.030 -0.023 -1.175
P 2.913 2.785 -2.428 0.045 0.051 0.014 0.605
C 3.433 1.225 -3.249 -0.057 -0.032 0.082 -1.233
C 4.361 3.863 -2.791 0.002 -0.015 -0.027 0.098
C 4.908 4.615 -1.757 0.004 0.012 0.002 -0.363
C 6.000 5.447 -1.978 -0.016 -0.012 0.023 -0.592
C 6.559 5.533 -3.243 -0.005 -0.005 -0.021 -0.368
C 6.022 4.788 -4.287 0.011 0.016 0.013 -0.743
C 4.933 3.963 -4.060 -0.048 -0.033 0.024 -0.200
H 2.071 3.330 -4.678 -0.006 0.000 -0.001 0.364
H 1.493 4.466 -3.440 0.004 -0.002 0.017 0.359
H 0.756 2.881 -3.561 -0.022 -0.022 -0.011 0.396
H 3.620 1.338 -4.318 0.005 0.021 0.001 0.567
H 2.651 0.476 -3.108 0.019 -0.068 -0.046 0.254
H 4.334 0.849 -2.762 0.001 -0.014 -0.010 0.350
H 4.471 4.549 -0.767 0.002 0.006 0.003 0.264
H 6.411 6.025 -1.160 0.003 0.001 -0.004 0.391
H 7.410 6.179 -3.418 -0.001 -0.002 -0.005 0.359
H 6.453 4.854 -5.278 0.002 0.001 0.001 0.373
H 4.519 3.388 -4.880 0.022 0.012 -0.016 0.217
```
Positions in Å, forces in eV/Å.

Molecular formula: C48H51Cl5N5OY
Method: DFT, wB97M-V/def2-TZVPD

Results
- Energy relative to the best compared isomer or geometry (same formula, charge and spin): 0.195 eV
- Total charge: 0

```
111
Properties=species:S:1:pos:R:3:forces:R:3:nbo_charge:R:1
Y 0.274 -0.093 -0.222 0.840 0.573 0.934 2.063
C 4.580 -3.910 -2.255 -0.042 -0.166 -0.126 -0.596
C 3.188 -4.453 -2.592 0.154 0.129 0.108 -0.447
C 2.147 -3.805 -1.745 -0.168 -0.052 0.199 0.053
C 1.551 -4.295 -0.621 0.121 0.192 -0.057 -0.067
C 1.769 -5.617 0.037 -0.158 -0.012 -0.157 -0.431
C 0.758 -6.672 -0.420 0.162 0.036 0.138 -0.593
C 0.646 -3.266 -0.155 0.016 -0.020 -0.106 0.234
C -0.207 -3.388 0.939 0.042 0.086 -0.120 -0.238
C -1.141 -2.453 1.368 -0.223 0.243 -0.119 0.156
C -1.971 -2.572 2.548 -0.223 0.223 -0.116 -0.044
C -1.960 -3.735 3.482 0.160 0.112 0.068 -0.433
C -0.755 -3.668 4.422 -0.184 -0.159 -0.007 -0.599
C -2.686 -1.414 2.638 0.271 -0.164 -0.031 0.056
C -2.319 -0.610 1.489 0.082 -0.249 -0.135 0.229
C -2.856 0.632 1.169 0.080 -0.012 -0.031 -0.272
C -2.473 1.489 0.139 -0.064 0.125 -0.055 0.232
N -1.379 1.320 -0.659 -0.849 0.440 -0.456 -0.710
C -1.352 2.361 -1.540 -0.160 -0.075 -0.095 0.138
C -0.446 2.498 -2.590 -0.006 -0.120 0.073 -0.249
C 0.518 1.580 -2.999 -0.015 -0.001 -0.015 0.143
N 0.819 0.419 -2.347 0.087 0.128 -0.991 -0.697
C 1.638 -0.295 -3.172 -0.010 0.078 -0.048 0.160
C 2.045 -1.607 -2.955 -0.043 0.147 0.108 -0.235
C 1.646 -2.461 -1.933 -0.137 -0.197 0.055 0.141
N 0.739 -2.166 -0.957 -0.079 -0.776 -0.530 -0.694
C 1.925 0.469 -4.368 -0.169 0.115 0.035 -0.040
C 1.226 1.638 -4.261 0.039 -0.248 -0.010 0.047
C 1.094 2.726 -5.274 0.145 0.095 0.123 -0.443
C 1.944 3.960 -4.961 -0.110 -0.060 -0.127 -0.593
C 2.789 0.001 -5.491 0.035 0.095 0.111 -0.428
C 4.272 0.242 -5.206 -0.102 -0.096 -0.165 -0.591
C -2.447 3.263 -1.261 0.036 -0.093 0.234 0.044
C -3.165 2.699 -0.245 0.096 -0.028 -0.137 -0.064
C -4.429 3.195 0.379 0.189 0.083 0.110 -0.430
C -4.135 4.069 1.600 -0.139 -0.130 -0.083 -0.593
C -2.717 4.544 -1.981 -0.172 -0.120 -0.151 -0.447
C -3.555 4.321 -3.243 0.089 0.132 0.099 -0.594
N -1.386 -1.266 0.745 -0.785 -0.453 0.088 -0.672
C -3.626 -0.991 3.715 -0.130 -0.119 -0.182 -0.452
C -5.082 -1.265 3.339 0.078 0.058 0.146 -0.595
H 5.336 -4.385 -2.877 0.121 0.002 -0.041 0.207
H 4.622 -2.835 -2.412 0.041 0.089 0.003 0.206
H 4.820 -4.104 -1.212 0.033 0.002 0.121 0.211
H 2.970 -4.271 -3.647 -0.010 -0.091 -0.044 0.210
H 3.169 -5.533 -2.436 -0.027 -0.011 -0.071 0.213
H 2.777 -5.963 -0.197 0.040 -0.017 0.113 0.214
H 1.707 -5.495 1.122 0.103 -0.041 -0.021 0.214
H 0.835 -6.834 -1.492 -0.028 -0.021 -0.093 0.206
H 0.950 -7.613 0.090 -0.046 -0.149 0.002 0.208
H -0.260 -6.361 -0.195 -0.100 0.039 -0.007 0.207
H -0.141 -4.307 1.505 0.015 -0.057 0.041 0.217
H -2.880 -3.735 4.069 -0.031 -0.115 -0.038 0.212
H -1.929 -4.665 2.908 -0.111 -0.012 0.035 0.210
H -0.829 -2.783 5.047 0.077 0.077 0.093 0.214
H -0.715 -4.543 5.067 0.045 -0.090 0.085 0.210
H 0.171 -3.610 3.853 0.100 -0.002 0.007 0.205
H -3.679 0.958 1.788 -0.067 0.103 0.053 0.213
H -0.544 3.384 -3.202 -0.080 0.048 -0.045 0.216
H 2.723 -2.020 -3.688 0.063 -0.066 -0.037 0.216
H 1.390 2.337 -6.250 -0.136 0.034 -0.027 0.211
H 0.046 3.026 -5.334 -0.031 -0.039 -0.147 0.210
H 3.001 3.704 -4.948 0.101 0.010 0.038 0.206
H 1.782 4.721 -5.722 0.062 0.090 -0.017 0.207
H 1.684 4.386 -3.994 0.003 0.016 0.114 0.204
H 2.618 -1.065 -5.656 -0.020 0.015 -0.119 0.211
H 2.514 0.525 -6.408 -0.039 -0.087 -0.024 0.211
H 4.584 -0.291 -4.311 0.064 -0.013 0.135 0.206
H 4.875 -0.108 -6.040 0.137 -0.011 -0.060 0.207
H 4.462 1.302 -5.061 0.065 0.098 0.058 0.206
H -4.997 3.768 -0.354 -0.071 -0.008 -0.022 0.212
H -5.047 2.343 0.673 -0.049 0.051 -0.052 0.215
H -3.558 4.939 1.299 0.084 0.145 0.036 0.200
H -5.056 4.402 2.074 -0.040 0.068 0.072 0.209
H -3.547 3.510 2.327 0.064 0.001 0.104 0.208
H -3.248 5.231 -1.319 0.074 0.023 0.024 0.211
H -1.774 5.024 -2.259 -0.023 0.016 0.098 0.209
H -4.527 3.910 -2.980 -0.106 -0.064 -0.024 0.206
H -3.707 5.262 -3.769 -0.050 0.026 -0.108 0.207
H -3.060 3.617 -3.908 0.006 -0.046 -0.096 0.208
H -3.382 -1.521 4.636 0.036 0.036 0.068 0.216
H -3.496 0.074 3.910 0.056 0.030 0.091 0.212
H -5.232 -2.328 3.166 -0.068 -0.103 -0.024 0.207
H -5.742 -0.941 4.139 -0.169 0.001 0.023 0.206
H -5.349 -0.737 2.426 -0.073 0.032 -0.085 0.203
Cl 4.107 -3.306 5.271 0.150 -0.039 0.018 0.042
C 3.153 -2.264 4.289 -0.042 0.024 -0.023 -0.138
C 3.489 -2.046 2.951 -0.179 0.080 0.134 -0.092
Cl 4.914 -2.736 2.295 0.117 -0.071 -0.144 0.054
C 2.666 -1.261 2.162 -0.503 0.231 0.222 -0.079
Cl 3.015 -0.872 0.512 0.738 -0.073 0.040 0.094
C 1.456 -0.702 2.646 0.339 -0.237 0.583 0.343
O 0.661 -0.035 1.902 0.361 -0.101 0.519 -0.843
C 1.200 -0.876 4.028 0.036 0.066 -0.326 -0.144
Cl -0.202 -0.102 4.644 -0.125 0.155 0.180 0.042
C 2.026 -1.639 4.830 0.205 -0.095 -0.173 -0.059
Cl 1.661 -1.833 6.493 -0.059 -0.031 0.184 0.057
C -0.893 5.180 3.595 0.002 0.048 -0.007 -0.640
C -0.140 4.288 2.664 0.160 -0.150 -0.240 0.056
C -0.197 4.437 1.285 0.020 -0.030 0.119 -0.278
C 0.510 3.560 0.481 0.118 0.194 -0.067 0.066
N 1.264 2.560 0.936 0.048 0.158 -0.069 -0.476
C 1.392 2.486 2.262 0.090 0.109 0.276 0.103
C 0.701 3.294 3.148 0.077 0.093 -0.147 -0.269
H -1.597 5.801 3.049 -0.083 0.084 0.037 0.216
H -0.198 5.826 4.133 -0.027 0.060 0.041 0.229
H -1.434 4.590 4.333 -0.074 -0.003 0.065 0.226
H -0.781 5.228 0.835 -0.081 0.019 -0.056 0.214
H 0.488 3.682 -0.591 -0.035 -0.018 -0.052 0.202
H 2.103 1.766 2.645 -0.122 -0.098 -0.039 0.198
H 0.820 3.169 4.213 0.102 -0.125 0.136 0.219
```
Positions in Å, forces in eV/Å.